(1)
A molecular structure, C6H24CrO6 at a distorted geometry. Source: the OMol25 dataset; level of theory: the ωB97M-V functional and the def2-TZVPD basis.

Values from the calculation:
- M: 244.2 Da
- Total charge: +2
- 2S+1: 5
- Largest force on an atom: 4.7 eV/Å
- Energy above the lowest of the compared OMol25 structures with the same formula, charge and spin: 15.1 kcal per mole
- Gap between HOMO and LUMO (alpha / beta): 8.615 / 11.880 eV

Atoms and positions in Å:
Cr: 0.1752 -0.0279 0.0524
C: -0.2008 -3.0009 0.7864
O: -0.7588 -1.6959 0.7894
H: -0.7248 -3.5669 -0.0046
H: -0.5018 -3.4689 1.7294
H: 0.8902 -2.8959 0.5734
H: -1.6808 -1.7569 1.0924
C: -1.8288 1.9321 0.7874
O: -0.9808 1.0351 1.3254
H: -1.6548 2.2081 -0.2536
H: -1.9008 2.8581 1.2804
H: -2.8488 1.5731 0.7934
H: -1.3558 0.8401 2.2654
C: 1.5492 -0.8309 -2.6256
O: 1.1872 -1.3369 -1.3416
H: 1.3032 0.2541 -2.6566
H: 1.0382 -1.3509 -3.4596
H: 2.6252 -0.9939 -2.7646
H: 1.3452 -2.2589 -1.3956
C: -2.5878 -0.2969 -1.3596
O: -1.2148 0.2621 -1.4336
H: -3.2238 0.5611 -1.5876
H: -2.8928 -0.5999 -0.3776
H: -2.7038 -1.0159 -2.1356
H: -0.9958 0.6491 -2.3466
C: 1.2512 2.8591 0.0464
O: 1.0202 1.7851 -0.8346
H: 1.5952 2.4891 0.9584
H: 0.4032 3.3711 0.5264
H: 1.9572 3.6451 -0.4116
H: 1.2082 2.0821 -1.7666
C: 1.5782 -0.6559 2.6314
O: 1.7362 -0.1419 1.3154
H: 0.8262 -0.0559 3.1194
H: 2.4842 -0.7189 3.1864
H: 1.1652 -1.6259 2.4444
H: 2.7162 -0.1079 1.0524

Atoms 1-6, force components in eV/Å:
1.22 0.26 -1.72
-0.47 -1.04 -0.55
-1.24 -0.07 0.69
0.66 -0.01 0.13
0.91 -0.17 -0.06
-0.96 -0.42 0.61



(2)
A molecular structure, C35H33AgF8N2OSiTe at a distorted geometry. Source: the OMol25 dataset; level of theory: the ωB97M-V functional and the def2-TZVPD basis.

Values from the calculation:
- M: 913.2 Da
- Total charge: -2
- Largest force on an atom: 3.7 eV/Å
- Energy above the lowest of the compared OMol25 structures with the same formula, charge and spin: 65.4 kcal per mole
- Gap between HOMO and LUMO: 5.841 eV

Atoms and positions in Å:
Ag: 0.7549 1.0631 1.6193
C: -1.2222 0.4875 2.1692
Si: -2.5556 0.3341 0.8701
C: -2.3248 1.6172 -0.5384
N: -0.9373 1.6703 -0.9578
C: -0.5290 2.9900 -1.3939
C: -1.1539 3.4016 -2.7400
C: -1.0669 2.2384 -3.7420
C: -0.0844 1.1798 -3.2486
C: -0.5723 0.6209 -1.9073
C: -4.2674 0.7422 1.6459
C: -5.3300 -0.1555 1.7076
C: -6.5202 0.1700 2.3365
C: -6.6755 1.4113 2.9303
C: -5.6302 2.3169 2.8878
C: -4.4447 1.9835 2.2588
C: -2.7786 -1.4188 0.1524
C: -2.2136 -2.5311 0.7639
C: -2.4544 -3.8103 0.2940
C: -3.2590 -4.0073 -0.8166
C: -3.8113 -2.9112 -1.4554
C: -3.5752 -1.6381 -0.9675
H: -1.1462 -0.3652 2.8485
H: -1.4174 1.3781 2.7651
H: -2.5691 2.5859 -0.1066
H: -3.0094 1.4651 -1.3901
H: 0.5583 3.0081 -1.4696
H: -0.7894 3.6990 -0.6098
H: -0.6198 4.2737 -3.1209
H: -2.1998 3.6870 -2.5997
H: -0.7728 2.6008 -4.7325
H: -2.0467 1.7628 -3.8432
H: 0.9056 1.6187 -3.1310
H: -0.0084 0.3662 -3.9755
H: 0.2071 -0.0114 -1.4633
H: -1.4440 -0.0175 -2.0952
H: -5.2195 -1.1359 1.2653
H: -7.3316 -0.5458 2.3737
H: -7.6040 1.6658 3.4269
H: -5.7421 3.2844 3.3576
H: -3.6318 2.6916 2.2584
H: -1.5714 -2.3854 1.6173
H: -2.0233 -4.6657 0.7968
H: -3.4528 -5.0081 -1.1832
H: -4.4341 -3.0554 -2.3308
H: -4.0268 -0.7925 -1.4661
F: 2.5591 4.3085 1.0276
Te: 1.3802 3.6244 2.8629
F: 2.6891 3.5518 4.7266
F: 2.6924 2.0476 2.4144
F: -0.4590 4.4462 3.7126
F: 0.7537 2.0603 4.0012
O: 0.2158 2.9030 1.6252
F: 4.9129 -7.4544 0.5307
C: 3.8782 -7.2562 1.3891
F: 4.3811 -7.5980 2.6017
F: 2.9848 -8.2201 1.0943
C: 3.3251 -5.8769 1.3314
C: 1.9955 -5.6486 0.9790
C: 1.5007 -4.3650 0.9451
C: 2.3170 -3.2729 1.2779
C: 3.6643 -3.5166 1.5882
C: 4.1626 -4.7972 1.6209
C: 1.7930 -1.9688 1.3565
C: 1.3160 -0.8572 1.5242
H: 1.3594 -6.4910 0.7477
H: 0.4739 -4.1754 0.6742
H: 4.2922 -2.6715 1.8204
H: 5.1940 -4.9831 1.8843
N: 2.1769 1.2633 -0.3430
C: 3.0534 1.7909 -0.8719
C: 4.0838 2.3024 -1.6787
C: 4.5474 1.4910 -2.7299
C: 5.5169 1.9622 -3.5866
C: 6.0373 3.2402 -3.4171
C: 5.5885 4.0400 -2.3705
C: 4.6185 3.5852 -1.5010
H: 4.1231 0.5052 -2.8610
H: 5.8725 1.3363 -4.3961
H: 6.7869 3.6103 -4.1038
H: 6.0090 5.0293 -2.2437
H: 4.2450 4.1960 -0.6928

Atoms 1-6, force components in eV/Å:
-0.69 -2.50 -0.17
0.14 0.13 -0.11
-0.10 0.28 -0.43
0.19 -0.44 0.43
-0.08 0.03 -0.34
-0.04 0.34 -0.08



(3)
A molecular structure, C41H61N5O6RbSe. Source: the OMol25 dataset; level of theory: the ωB97M-V functional and the def2-TZVPD basis.

Values from the calculation:
- M: 884.4 Da
- Total charge: -1
- Largest force on an atom: 0.7 eV/Å
- Energy above the lowest of the compared OMol25 structures with the same formula, charge and spin: 16.8 kcal per mole
- Gap between HOMO and LUMO: 5.152 eV

Atoms and positions in Å:
Rb: -1.3059 -0.5026 -2.2192
C: 2.7534 4.4556 3.5460
C: 3.7324 3.4077 3.0131
C: 4.1130 2.4766 4.1731
C: 4.9902 4.1411 2.5270
C: 3.1257 2.5879 1.8764
C: 1.8046 2.6953 1.4726
C: 1.2872 1.9143 0.4503
Se: -0.5879 2.1269 0.0631
C: -1.3744 1.1628 1.5408
C: -1.4824 1.8923 2.7166
C: -2.0745 1.3868 3.8624
C: -2.5731 0.0882 3.7690
C: -2.4915 -0.6904 2.6265
C: -1.8941 -0.1681 1.4157
O: -1.8782 -0.8483 0.3337
C: -3.1569 -2.0763 2.6140
C: -4.5327 -1.9100 1.9531
C: -3.3665 -2.6403 4.0275
C: -2.3534 -3.1405 1.8489
C: -2.1348 2.2283 5.1355
C: -0.7083 2.5185 5.6257
C: -2.8919 1.5227 6.2618
C: -2.8449 3.5606 4.8540
C: 2.0688 0.9888 -0.2909
O: 1.5952 0.3272 -1.2937
C: 3.4288 0.8437 0.1706
C: 3.8966 1.6371 1.2058
C: 4.3390 -0.2193 -0.4533
C: 3.7180 -1.6028 -0.2073
C: 4.4959 0.0300 -1.9569
C: 5.7473 -0.2371 0.1482
H: 3.2310 5.0406 4.3362
H: 2.4402 5.1404 2.7559
H: 1.8616 3.9891 3.9675
H: 4.5504 3.0424 5.0013
H: 3.2288 1.9519 4.5388
H: 4.8384 1.7271 3.8516
H: 5.4259 4.7315 3.3385
H: 5.7493 3.4426 2.1725
H: 4.7413 4.8130 1.7031
H: 1.1316 3.3934 1.9535
H: -1.0873 2.9031 2.7142
H: -3.0501 -0.3343 4.6403
H: -5.1593 -1.2383 2.5444
H: -4.3991 -1.4680 0.9657
H: -5.0472 -2.8730 1.8533
H: -4.0803 -2.0585 4.6125
H: -3.7637 -3.6558 3.9537
H: -2.4235 -2.6808 4.5767
H: -2.2544 -2.8850 0.8004
H: -1.3476 -3.2262 2.2686
H: -2.8495 -4.1118 1.9540
H: -0.1949 1.5850 5.8640
H: -0.1297 3.0274 4.8532
H: -0.7195 3.1504 6.5194
H: -2.4041 0.5881 6.5442
H: -2.9231 2.1669 7.1444
H: -3.9196 1.3005 5.9674
H: -2.3197 4.1375 4.0926
H: -3.8595 3.3783 4.4943
H: -2.8999 4.1684 5.7625
H: 4.9219 1.5097 1.5292
H: 2.6855 -1.6224 -0.5495
H: 4.2861 -2.3851 -0.7222
H: 3.7231 -1.8227 0.8625
H: 3.5213 0.0027 -2.4329
H: 4.9575 1.0080 -2.1274
H: 5.1377 -0.7322 -2.4098
H: 5.7256 -0.4433 1.2198
H: 6.3263 -1.0299 -0.3328
H: 6.2715 0.7075 -0.0140
N: 1.9028 1.5561 -3.7203
N: 1.3033 2.6409 -4.4125
C: -0.0126 2.7917 -4.5621
N: -0.4355 3.7763 -5.4027
N: -0.7776 2.0373 -3.7914
N: -2.1233 2.1368 -3.9247
O: -2.6499 2.5738 -4.9506
O: -2.7656 1.7197 -2.9819
H: 1.3519 1.3007 -2.8847
H: 2.7496 1.9370 -3.3069
H: 1.9098 3.0927 -5.0737
H: 0.2328 4.1687 -6.0421
H: -1.3893 3.6714 -5.7177
C: 2.0550 -2.6665 -5.2970
C: 2.7974 -2.5029 -3.9664
C: 1.6716 -2.5307 -2.9142
O: 0.4298 -2.5815 -3.6457
C: 0.6914 -2.0903 -4.9517
H: 1.9481 -3.7203 -5.5646
H: 2.5422 -2.1444 -6.1209
H: 3.3013 -1.5399 -3.9434
H: 3.5458 -3.2768 -3.7972
H: 1.6930 -1.6300 -2.3003
H: 1.7057 -3.4125 -2.2740
H: 0.7249 -0.9920 -4.9533
H: -0.1162 -2.4202 -5.6037
C: -2.7911 -3.6069 -5.9837
C: -3.0015 -2.7947 -4.7254
O: -2.5710 -1.6605 -4.6648
C: -3.7287 -3.4168 -3.5867
C: -3.8915 -4.7966 -3.4843
C: -4.5097 -5.3489 -2.3755
C: -4.9871 -4.5268 -1.3633
C: -4.8506 -3.1491 -1.4692
C: -4.2225 -2.5996 -2.5717
H: -2.4209 -2.9485 -6.7649
H: -3.7154 -4.0913 -6.2992
H: -2.0490 -4.3866 -5.7962
H: -3.5111 -5.4476 -4.2613
H: -4.6108 -6.4236 -2.2946
H: -5.4588 -4.9568 -0.4894
H: -5.2157 -2.5090 -0.6814
H: -4.1183 -1.5261 -2.6624

Atoms 1-6, force components in eV/Å:
0.63 -0.20 0.35
0.02 -0.04 -0.01
-0.02 0.01 0.00
-0.01 -0.01 -0.02
-0.03 0.00 0.00
-0.06 0.04 0.00



(4)
A gas-phase ion, CH2NO3S (charge -1) at a distorted geometry. Source: the OMol25 dataset; level of theory: the ωB97M-V functional and the def2-TZVPD basis.

Values from the calculation:
- M: 108.1 Da
- Total charge: -1
- Largest force on an atom: 3.9 eV/Å
- Energy above the lowest of the compared OMol25 structures with the same formula, charge and spin: 89.5 kcal per mole
- Gap between HOMO and LUMO: 7.929 eV

Atoms and positions in Å:
C: 0.1356 0.3801 -0.0175
N: 0.0746 1.8174 -0.7333
O: -1.7070 2.8744 -2.1512
O: -1.7038 0.4126 -2.0307
O: 1.2742 0.8179 -0.5575
S: -0.9256 1.6528 -2.3147
H: 0.2719 0.2586 1.0636
H: -0.5113 -0.3103 -0.6312

Atoms 1-6, force components in eV/Å:
-1.40 1.41 -1.03
0.62 -2.64 2.75
-0.33 0.57 0.35
-0.07 0.30 -0.43
0.77 0.91 -2.31
0.58 -1.26 -0.41



(5)
A molecular structure, C34H31N13O3PRhS. Source: the OMol25 dataset; level of theory: the ωB97M-V functional and the def2-TZVPD basis.

Values from the calculation:
- M: 835.7 Da
- Total charge: +2
- Largest force on an atom: 0.7 eV/Å
- Gap between HOMO and LUMO: 5.497 eV

Atoms and positions in Å:
Rh: -0.4138 -0.6430 -0.7665
N: -1.1027 1.1485 -1.5073
C: -2.4215 1.5999 -1.0896
C: -2.8203 2.9070 -1.3181
C: -4.0892 3.3020 -0.9180
C: -4.9532 2.4056 -0.2968
C: -4.5471 1.1035 -0.0594
C: -3.2735 0.7051 -0.4609
P: -2.5950 -0.9268 -0.2054
C: -3.0625 -1.9716 -1.5956
C: -3.6699 -1.4045 -2.7202
C: -3.9592 -2.1940 -3.8233
C: -3.6441 -3.5447 -3.8141
C: -3.0364 -4.1172 -2.7011
C: -2.7380 -3.3360 -1.5998
C: -3.2356 -1.5511 1.3435
C: -3.0017 -0.7850 2.4900
C: -3.5346 -1.1829 3.7029
C: -4.3056 -2.3378 3.7763
C: -4.5547 -3.0886 2.6363
C: -4.0236 -2.6992 1.4152
H: -1.0900 1.0880 -2.5262
H: -0.3719 1.9374 -1.2424
H: -2.1470 3.6098 -1.7924
H: -4.4048 4.3228 -1.0863
H: -5.9385 2.7281 0.0098
H: -5.2064 0.4047 0.4406
H: -3.9391 -0.3555 -2.7229
H: -4.4416 -1.7550 -4.6860
H: -3.8790 -4.1585 -4.6734
H: -2.8047 -5.1739 -2.6947
H: -2.2824 -3.7895 -0.7277
H: -2.4255 0.1309 2.4307
H: -3.3615 -0.5875 4.5891
H: -4.7270 -2.6431 4.7246
H: -5.1768 -3.9715 2.6927
H: -4.2475 -3.2746 0.5272
N: 1.5374 1.1120 2.4415
C: 1.0756 -0.0395 3.0151
C: 0.2627 -0.6196 2.1026
N: 0.2423 0.1649 0.9567
C: 1.0152 1.2423 1.2132
C: 1.3318 2.4283 0.4356
N: 0.6830 2.8951 -0.6217
C: 1.2527 4.1036 -0.9064
C: 2.2369 4.3623 0.0144
N: 2.2585 3.2962 0.8535
H: 2.2099 1.7725 2.8528
H: 1.3686 -0.3450 4.0037
H: -0.2762 -1.5449 2.1706
H: 0.9158 4.7164 -1.7249
H: 2.9100 5.1872 0.1787
H: 2.9454 3.1530 1.6583
O: 5.9507 3.4309 3.7699
S: 4.9930 3.4567 2.7174
O: 3.8106 2.5631 2.9315
O: 4.5326 4.7407 2.2241
C: 5.7339 2.7774 1.2076
N: 6.8797 3.2733 0.7618
C: 7.2014 2.9446 -0.4831
C: 6.3972 2.1439 -1.2987
C: 5.2787 1.6164 -0.6941
N: 4.9594 1.9253 0.5673
C: 4.1923 0.7424 -1.2214
C: 3.3992 1.0344 -2.3200
C: 2.1284 0.4750 -2.3844
N: 1.6588 -0.3641 -1.4550
C: 2.5266 -0.8030 -0.5173
C: 3.7792 -0.2801 -0.3684
H: 8.1358 3.3455 -0.8579
H: 6.6774 1.9219 -2.3187
H: 3.6852 1.7873 -3.0418
H: 1.4356 0.7903 -3.1546
H: 2.1609 -1.5308 0.1917
H: 4.3873 -0.5783 0.4728
N: 0.4310 -5.4932 1.4212
N: 0.3588 -4.5085 0.4665
N: 0.8371 -4.6718 -0.7461
C: 0.6849 -3.4639 -1.2594
N: 0.1263 -2.6317 -0.3688
N: -0.0693 -3.3215 0.7442
H: 0.6588 -6.3652 0.9552
H: -0.4470 -5.5485 1.9256
H: 0.9720 -3.1952 -2.2617

Atoms 1-6, force components in eV/Å:
-0.09 0.04 -0.10
0.33 0.26 0.19
-0.07 0.08 -0.03
0.03 -0.03 -0.02
-0.01 -0.01 0.01
0.01 0.00 -0.02



(6)
A molecular structure, C18H41N2OP3SYb at a distorted geometry. Source: the OMol25 dataset; level of theory: the ωB97M-V functional and the def2-TZVPD basis.

Values from the calculation:
- M: 599.6 Da
- Total charge: +3
- 2S+1: 2
- Largest force on an atom: 5.3 eV/Å
- Energy above the lowest of the compared OMol25 structures with the same formula, charge and spin: 87.3 kcal per mole
- Gap between HOMO and LUMO (alpha / beta): 2.361 / 2.373 eV

Atoms and positions in Å:
Yb: -0.0182 -0.0819 0.0338
P: 1.7478 0.2822 -1.7669
P: 1.5393 1.0521 1.6877
P: -1.7271 -0.4565 -1.7513
H: -0.7690 2.5825 0.9441
C: -1.3145 1.7469 0.5192
C: -1.6744 0.6595 1.3148
H: -1.4018 0.6224 2.3705
C: 1.7944 1.8865 -2.4849
C: 3.3976 -0.0183 -1.2254
C: 1.6164 -0.8104 -3.1414
C: 0.7437 1.4524 3.1942
C: 2.9552 0.1610 2.2201
C: 2.1564 2.5782 1.0858
C: -3.3746 -0.3725 -1.1508
C: -1.6528 -1.9624 -2.6103
C: -1.6931 0.8207 -3.0028
H: -1.9543 2.0570 -0.3105
H: -2.5894 0.0922 1.1146
H: 2.6048 1.8717 -3.2366
H: 2.0087 2.6738 -1.7486
H: 0.8522 2.1483 -2.9856
H: 4.0264 0.1081 -2.1271
H: 3.5437 -1.0462 -0.8485
H: 3.7575 0.6776 -0.4610
H: 2.4895 -0.5818 -3.7776
H: 0.7109 -0.6692 -3.7404
H: 1.6714 -1.8755 -2.8487
H: 1.5237 1.9322 3.8035
H: 0.3578 0.5730 3.7389
H: -0.0906 2.1651 3.0723
H: 3.6340 0.8685 2.6436
H: 3.4831 -0.4261 1.4249
H: 2.6732 -0.5837 3.0106
H: 2.6644 3.0533 1.9440
H: 1.3508 3.2455 0.7353
H: 2.8809 2.4616 0.2724
H: -4.0063 -0.5283 -2.0308
H: -3.6408 0.5907 -0.6889
H: -3.5905 -1.1686 -0.4112
H: -2.4229 -1.9072 -3.3921
H: -1.8919 -2.8131 -1.9461
H: -0.6806 -2.1729 -3.0822
H: -2.5705 0.6327 -3.6428
H: -0.7912 0.7882 -3.6217
H: -1.7780 1.8313 -2.5728
C: -5.9730 3.7212 -2.8505
C: -5.9754 4.9203 -3.6167
C: -6.6776 6.0405 -3.1783
C: -7.3925 6.0052 -1.9776
C: -7.4021 4.8357 -1.2111
C: -6.7048 3.7111 -1.6387
S: -5.1273 2.2884 -3.3205
H: -4.6073 2.7752 -4.4895
H: -5.4208 4.9491 -4.5491
H: -6.6652 6.9475 -3.7811
H: -7.9426 6.8885 -1.6379
H: -7.9545 4.7965 -0.2759
H: -6.7099 2.7976 -1.0444
N: 1.5116 -2.5602 2.8673
C: 1.7914 -2.2989 1.5674
N: 2.7386 -2.9800 0.9103
O: 1.1094 -1.4451 0.9649
H: 2.0048 -3.2714 3.3362
H: 0.7703 -2.0600 3.3293
H: 2.8779 -2.8458 -0.0862
H: 3.2463 -3.6885 1.3753

Atoms 1-6, force components in eV/Å:
2.45 -3.30 -0.53
0.07 0.19 -0.22
0.36 0.55 -0.51
-0.52 0.84 -1.21
0.66 -0.30 -0.02
-3.83 0.48 3.14



Q: total charge of number 3 (C41H61N5O6RbSe)?
A: -1



Q: Among the records above, which one has the highest largest force on an atom?
A: C18H41N2OP3SYb